{"formula": "C24H12F6IN5O4PtS3", "method": "ωB97M-V/def2-TZVPD", "species": ["Pt", "F", "C", "F", "F", "S", "O", "O", "N", "S", "O", "O", "C", "F", "F", "F", "S", "N", "C", "C", "C", "C", "C", "N", "C", "C", "N", "C", "C", "C", "C", "C", "N", "H", "H", "H", "H", "H", "H", "I", "C", "C", "C", "C", "C", "C", "C", "C", "C", "C", "H", "H", "H", "H", "H", "H"], "xyz": [[0.275, -0.366, -0.622], [2.243, -4.336, 3.184], [1.609, -3.212, 2.901], [2.113, -2.200, 3.609], [0.336, -3.426, 3.273], [1.726, -2.734, 1.092], [1.449, -1.322, 1.276], [3.030, -3.061, 0.659], [0.594, -3.585, 0.381], [-0.865, -3.035, 0.284], [-1.530, -2.482, 1.429], [-1.088, -2.181, -0.931], [-1.906, -4.529, -0.249], [-2.041, -5.278, 0.831], [-1.533, -5.085, -1.296], [-3.125, -3.970, -0.467], [-6.598, 3.165, -0.755], [-5.917, 2.435, 0.385], [-4.685, 2.127, 0.045], [-3.591, 1.501, 0.726], [-3.494, 1.440, 2.176], [-2.483, 0.791, 2.830], [-1.451, 0.204, 2.010], [-1.467, 0.350, 0.700], [-2.478, 0.974, 0.019], [-2.305, 1.186, -1.359], [-1.217, 0.667, -1.916], [-0.942, 0.949, -3.201], [-1.734, 1.865, -3.982], [-2.872, 2.407, -3.364], [-3.205, 1.950, -2.073], [-4.387, 2.375, -1.355], [-5.407, 2.983, -1.944], [-4.278, 1.977, 2.702], [-2.488, 0.656, 3.888], [-0.504, -0.289, 2.325], [-0.095, 0.447, -3.668], [-1.509, 2.030, -5.056], [-3.543, 3.068, -3.946], [2.218, -1.682, -2.471], [3.523, -0.623, -1.139], [4.855, -1.148, -1.037], [5.840, -0.457, -0.331], [5.471, 0.824, 0.252], [4.227, 1.248, 0.153], [4.032, 2.574, 0.810], [2.680, 2.951, 1.067], [1.625, 2.159, 0.538], [1.795, 1.005, -0.213], [3.156, 0.560, -0.432], [5.073, -2.044, -1.618], [6.904, -0.704, -0.375], [6.263, 1.430, 0.656], [4.804, 3.180, 1.176], [2.232, 3.739, 1.710], [0.663, 2.533, 0.711]], "forces_ev_per_angstrom": [[0.3, 0.6, 0.0], [0.6, 0.2, -0.3], [-0.5, -0.8, 0.5], [0.0, -0.3, -0.1], [0.2, 0.7, -0.4], [0.0, -1.2, 2.2], [-0.9, 0.9, -0.7], [0.4, -0.5, -0.6], [0.3, 0.5, 0.1], [-2.1, -0.1, -2.1], [0.5, -0.1, 0.6], [1.0, -0.1, 0.6], [-1.9, 3.1, 3.4], [0.5, -0.8, -0.4], [1.5, -2.0, -2.3], [0.3, 0.0, -0.1], [-0.1, 0.5, -3.0], [0.4, -0.1, 3.0], [3.5, -2.1, -0.8], [-0.6, 0.3, 2.2], [-0.5, 0.0, -0.4], [0.2, -0.5, -1.4], [0.1, 0.4, 0.3], [-0.7, 0.7, -1.5], [0.7, -0.7, 2.6], [0.3, -0.2, -1.4], [1.0, 0.2, -1.9], [-1.0, 0.9, -0.6], [0.1, -1.0, 0.9], [-0.1, -0.7, -0.8], [0.3, 1.3, -0.5], [-2.5, 1.0, -0.8], [-0.1, 0.2, 0.7], [0.1, -0.3, 0.2], [0.2, 0.2, 0.5], [-1.1, 0.3, 0.5], [-0.1, 0.1, 0.3], [0.0, 0.1, 1.0], [0.4, -0.4, 0.6], [0.4, 0.8, 1.0], [0.8, -0.1, 0.3], [-0.4, 0.6, -0.2], [-0.9, 1.4, -0.2], [3.8, -3.5, -1.4], [-2.0, 4.3, 1.6], [-3.9, -1.7, -0.3], [-0.7, -0.9, -0.3], [2.1, 0.7, 0.1], [0.6, -1.3, -0.9], [-1.1, -1.0, -0.7], [0.2, 0.2, 0.3], [-0.5, -0.4, 0.2], [0.0, 0.1, 0.3], [1.3, 0.4, 0.3], [1.5, -0.1, -0.6], [-1.5, 0.3, 0.3]], "mulliken_charge": [1.829, -0.195, 0.552, -0.210, -0.219, 0.878, -0.573, -0.616, -0.460, 1.513, -0.608, -0.830, 0.357, -0.181, -0.138, -0.219, 0.364, -0.438, 0.658, 0.217, -0.651, -1.147, -0.024, -0.095, -0.146, 0.253, -0.150, -0.150, -0.773, -0.592, -0.020, 1.227, -0.651, 0.518, 0.535, 0.480, 0.361, 0.419, 0.471, 0.182, -0.134, -0.427, -0.853, -0.515, 1.205, -0.970, -0.711, -0.168, -0.475, 0.691, 0.426, 0.433, 0.444, 0.491, 0.362, 0.472], "relative_energy_ev": 1.144, "gap_ev": [5.409, 3.938], "energy_ev": -100859.1677, "largest_force_ev_per_a": 5.33, "total_charge": 2, "spin_multiplicity": 5, "homo_ev": [-12.9, -14.7]}